# 1
Density functional theory data (the ωB97M-V functional and the def2-TZVPD basis) for 2 unconnected molecules or ions with the total composition C3H12N3O at a distorted geometry.

Computed properties:
orbital gap = 9.28 eV
charge = +1
HOMO energy = -12.71 eV

Each line ends with the Mulliken charge.
Positions of all 19 atoms, in Å:
1 O -1.9409 -1.2592 0.8374  -0.554
2 N 2.2840 3.2181 -0.5168  -0.316
3 N 1.6655 1.2217 0.4731  -0.182
4 N -1.6503 -3.0788 -0.7437  -0.599
5 C 1.3970 2.2854 -0.2186  0.317
6 C -1.9078 -1.6598 -0.5508  -0.216
7 C 0.7288 0.1090 0.7108  -0.678
8 H 3.2281 3.1982 -0.1725  0.227
9 H -2.7408 -1.6774 1.2022  0.295
10 H -0.2760 0.4031 0.4332  0.192
11 H -1.1310 -1.0407 -0.9875  0.237
12 H -2.8547 -1.4258 -1.0380  0.343
13 H 1.0591 -0.7478 0.1291  0.346
14 H 1.9924 3.9795 -1.1099  0.251
15 H 0.3742 2.4414 -0.5390  0.292
16 H -1.0508 -3.3620 0.0325  0.254
17 H -2.5315 -3.5355 -0.5127  0.251
18 H 0.7433 -0.1224 1.7722  0.290
19 H 2.6111 1.0531 0.7992  0.250



# 2
Density functional theory data (the ωB97M-V functional and the def2-TZVPD basis) for 3 unconnected molecules or ions with the total composition C4H12O2 at a distorted geometry.

Computed properties:
orbital gap = 9.83 eV
SMILES string = C/C=C/C.O.O
HOMO energy = -9.09 eV

Each line ends with the Mulliken charge.
Positions of all 18 atoms, in Å:
1 O 2.8960 0.1026 -3.0048  -0.634
2 O -2.9754 3.5039 1.7221  -0.640
3 C 0.6939 -0.3393 2.0476  -1.092
4 C -0.5393 -1.0226 -0.0083  -0.014
5 C 0.4151 -1.2180 0.8697  -0.072
6 C -0.6857 -1.9241 -1.2004  -1.140
7 H 1.1638 -1.9846 0.7180  0.275
8 H 3.5550 0.4631 -2.4097  0.317
9 H -1.6928 -2.0456 -1.6084  0.347
10 H -0.2364 -1.3520 -2.0135  0.247
11 H 0.0450 0.5216 2.0863  0.253
12 H -1.3298 -0.3039 0.1784  0.290
13 H 3.0684 0.3421 -3.9193  0.318
14 H 0.5933 -0.8635 3.0088  0.294
15 H 1.7410 -0.0438 2.0718  0.297
16 H -2.1419 3.8080 1.3553  0.319
17 H -0.2300 -2.9011 -1.0692  0.314
18 H -2.9166 2.5511 1.8378  0.323



# 3
Density functional theory data (the ωB97M-V functional and the def2-TZVPD basis) for a molecular structure, C17H12N5O6OsS at a distorted geometry.

Computed properties:
orbital gap (alpha / beta) = 7.70 / 5.44 eV
multiplicity = 5
charge = +1
HOMO energy (alpha / beta) = -11.43 / -11.44 eV

Each line ends with the Mulliken charge.
Positions of all 42 atoms, in Å:
1 Os 0.0801 0.1044 -1.7882  1.965
2 S -1.0809 0.0879 0.6368  1.382
3 O 3.7309 1.0679 0.9893  -0.502
4 O 1.3927 -0.8230 0.5019  -0.240
5 O -0.5113 1.0757 1.4914  -0.610
6 O -0.2778 1.4123 -3.2382  -0.740
7 O -1.7168 0.5808 -0.6043  -0.822
8 O -1.0059 3.5097 -3.5093  -0.563
9 N 0.1429 -0.8409 -0.1113  -0.266
10 N 3.5653 -1.2674 -0.1562  -0.666
11 N -4.7899 -3.8283 2.9550  -0.451
12 N 1.9512 -0.4685 -1.7874  -0.690
13 N 1.2043 2.0395 -1.2422  -0.197
14 C -2.2092 -1.0180 1.4054  -0.019
15 C 2.8479 1.0104 0.1939  -0.091
16 C 3.9194 -1.6230 -2.4736  -0.845
17 C -0.3792 2.6628 -2.9295  0.441
18 C -3.8394 -2.7285 1.0596  -0.812
19 C 2.0183 2.1719 -0.2060  0.434
20 C 2.7324 -0.9855 -2.7408  0.110
21 C 2.1326 3.4082 0.4397  -0.802
22 C 4.2612 -1.7743 -1.1045  -0.059
23 C 1.3724 4.4716 -0.0273  -0.427
24 C -3.9631 -2.8911 2.4549  1.117
25 C -3.2050 -2.0581 3.3044  -0.775
26 C 0.5186 4.2959 -1.1116  -0.503
27 C -2.3321 -1.1307 2.7840  -0.440
28 C -2.9700 -1.8012 0.5427  -0.586
29 C 2.4556 -0.4600 -0.4151  1.406
30 C 0.4625 3.0367 -1.6903  0.415
31 H -3.3023 -2.1517 4.3741  0.320
32 H -2.8816 -1.6596 -0.5223  0.427
33 H -5.3560 -4.3953 2.3448  0.202
34 H 2.8146 3.5082 1.2691  0.539
35 H -4.9261 -3.9148 3.9480  0.204
36 H 5.1187 -2.3590 -0.8014  0.443
37 H -0.0989 5.0896 -1.5018  0.531
38 H -1.7444 -0.4864 3.4200  0.480
39 H 1.4554 5.4425 0.4378  0.477
40 H 2.3286 -0.9189 -3.7448  0.472
41 H -4.4407 -3.3439 0.4078  0.310
42 H 4.5249 -2.0479 -3.2544  0.426



Short version: calculated total energy = -360.7685 -310.0413 -1868.7012 Eh, in the order given.